Density functional theory data (the ωB97M-V functional and the def2-TZVPD basis) for a cluster of 2 separate species, CH3BrO2S in total in a non-equilibrium geometry.

Geometry as XYZ:
```
8
Properties=species:S:1:pos:R:3:forces:R:3
C -0.50268 0.24598 0.19262 -2.53 1.98 -0.15
O -0.38478 3.04631 -0.77084 -2.58 0.60 -2.58
O 0.37903 1.17850 0.79354 0.60 0.81 0.63
S 0.55876 2.71576 0.22606 2.63 -1.17 2.87
Br 3.65624 -0.21338 0.00110 -0.07 0.03 0.01
H 0.04002 -0.68454 0.20669 -0.08 -0.34 -0.87
H -0.84837 0.80838 -0.76944 0.51 -2.10 1.11
H -1.44675 0.13275 0.85797 1.51 0.17 -1.02
```
Positions in Å, forces in eV/Å.

ΔE to the lowest compared entry with this formula, charge and spin: 57.2 kcal per mole
LUMO level (spin up / spin down): -0.477 / -3.712 eV
spin multiplicity: 1
total charge: 0
largest force on an atom: 4.06 eV Å⁻¹
frontier orbital gap (spin up / spin down): 10.8 / 4.5 eV

Results of the Löwdin charge analysis, in e, for atoms 1 through 6: C -0.1480; O -0.5159; O -0.5582; S 0.9087; Br 0.0356; H 0.0692